No. 1
# C7H2F6N4O3

C7H2F6N4O3 in the gas phase in a non-equilibrium geometry (ωB97M-V/def2-TZVPD, OMol25).

Geometry as XYZ:
```
22
Properties=species:S:1:pos:R:3:forces:R:3
O 3.13829 -2.11257 0.43405 -3.571 7.142 -4.575
C 2.60146 -1.09675 -0.28602 2.375 -7.661 2.090
O 1.88650 -1.45006 -1.52221 1.253 1.620 3.149
C 2.74562 0.44599 0.31220 1.589 0.045 0.614
F 3.38768 1.39576 -0.62554 -2.270 -3.033 3.086
F 3.61643 0.33942 1.54244 -2.974 0.479 -4.359
C 1.23468 0.90168 0.81209 1.142 0.731 2.526
F 0.60053 -0.30670 1.38754 1.567 3.711 -2.023
F 1.43219 1.86775 1.94396 -0.949 -3.155 -3.575
C 0.35103 1.67538 -0.33155 0.216 2.657 -1.517
F 0.66686 1.27589 -1.73222 -0.824 0.819 4.543
F 0.73522 3.13346 -0.23544 -1.026 -4.837 -0.359
C -1.27249 1.62442 -0.11117 -4.561 4.852 0.421
O -1.94430 2.77412 -0.00111 4.661 -7.530 -0.668
C -2.17192 0.20778 -0.05977 1.269 1.141 -0.153
N -2.65000 -0.12502 1.24532 1.288 0.644 -3.967
N -3.31123 -1.24796 1.29910 0.040 -1.442 -4.244
C -3.42089 -1.91841 0.03094 -0.822 -1.381 0.001
N -2.97368 -1.55660 -1.28769 -1.170 -0.530 4.359
N -2.31405 -0.43220 -1.32972 0.374 1.586 3.989
H 1.65381 -2.42509 -1.56711 0.946 1.405 0.799
H -3.99174 -2.97028 0.08189 1.447 2.737 -0.136
```
Forces are in eV/Å.

## Properties
SMILES ... O=C(O)C(F)(F)C(F)(F)C(F)(F)C(=O)c1nncnn1
Calculated total energy ... -1311.536425 Eh
Orbital gap ... 8.942 eV
HOMO energy ... -10.82 eV
Total charge ... 0

Atomic partial charges in e from the natural (NBO) method, atoms 1 to 6: -0.51 0.69 -0.69 0.60 -0.30 -0.30

---

No. 2
# C41H66AsN5O6PPtSSi2

A molecular structure, C41H66AsN5O6PPtSSi2 (ωB97M-V/def2-TZVPD, OMol25).

Geometry as XYZ:
```
124
Properties=species:S:1:pos:R:3:forces:R:3
Pt -1.37723 -0.03361 1.07188 -0.459 -0.028 -0.334
C 0.50628 -0.83076 4.00145 0.077 0.007 0.022
Si -1.22092 -0.59064 3.26004 0.107 -0.038 -0.072
C -2.01643 0.77288 4.30577 0.007 0.085 0.052
C -2.17156 -2.17080 3.70661 -0.041 -0.039 -0.014
C -2.27801 -2.72938 4.98376 -0.039 -0.064 -0.021
C -3.01146 -3.88885 5.19422 0.000 0.022 -0.068
C -3.65110 -4.50883 4.12200 0.037 0.054 0.011
C -3.54931 -3.96361 2.84985 0.007 0.017 0.061
C -2.81501 -2.79461 2.62963 -0.014 -0.040 0.041
Si -2.53361 -1.95819 0.95584 0.018 0.061 0.188
C -1.73242 -3.30096 -0.10751 0.022 -0.083 -0.045
C -4.20224 -1.63903 0.14255 -0.059 0.044 0.017
H 0.47063 -0.84874 5.09674 -0.010 -0.002 -0.010
H 1.16582 -0.02837 3.66581 0.030 0.003 0.043
H 0.94148 -1.77355 3.65750 0.004 0.009 -0.017
H -2.10290 0.45354 5.35020 0.014 0.008 0.000
H -3.00928 1.02383 3.93019 0.003 -0.007 -0.008
H -1.42169 1.68921 4.27418 -0.033 0.017 0.026
H -1.78345 -2.25486 5.82718 -0.002 -0.004 -0.002
H -3.08783 -4.31340 6.18918 -0.006 -0.003 -0.001
H -4.22483 -5.41463 4.28330 0.000 -0.003 0.008
H -4.04961 -4.45687 2.02090 -0.003 -0.003 -0.002
H -2.41381 -4.15687 -0.17018 -0.010 -0.019 -0.011
H -0.79740 -3.64905 0.33657 0.005 0.004 -0.020
H -1.51470 -2.96162 -1.12278 0.006 -0.013 -0.002
H -4.82077 -2.54345 0.13690 -0.001 -0.001 -0.038
H -4.03894 -1.30510 -0.88425 0.017 0.006 0.124
H -4.74316 -0.84646 0.66379 0.000 -0.013 0.005
O 1.93609 0.16215 1.35216 -0.010 0.123 0.109
P 3.30593 -0.02518 0.83551 -0.016 -0.067 0.043
N 3.37222 -1.41294 -0.04098 0.008 -0.109 0.001
C 4.57203 -2.06931 -0.53234 -0.014 0.006 0.052
C 4.24067 -3.55699 -0.37943 0.010 -0.005 -0.027
C 2.73014 -3.62592 -0.61063 -0.029 -0.053 -0.018
C 2.16799 -2.28496 -0.10355 0.130 0.021 0.002
N 4.46336 -0.16339 2.06269 -0.059 0.059 0.001
C 4.42591 -1.47117 2.75583 -0.019 0.020 -0.031
C 5.11152 -1.18986 4.08037 0.024 -0.004 0.011
C 4.54039 0.17398 4.45276 0.000 0.015 0.005
C 4.41002 0.89768 3.10667 0.016 -0.016 -0.030
N 3.87454 1.14437 -0.19237 0.117 0.061 0.019
C 3.05711 1.32205 -1.42139 0.030 -0.050 -0.048
C 3.53580 2.66093 -1.96005 -0.003 0.003 0.005
C 3.74193 3.47026 -0.68376 -0.015 0.033 0.010
C 4.33686 2.45643 0.29659 -0.043 0.002 -0.017
H 5.44746 -1.76717 0.04578 -0.006 0.008 0.013
H 4.77474 -1.81003 -1.57897 0.036 -0.005 0.035
H 4.48026 -3.88047 0.63591 0.006 0.006 0.009
H 4.80646 -4.18232 -1.07102 -0.003 -0.009 -0.003
H 2.25697 -4.45376 -0.08413 0.015 -0.002 0.007
H 2.50125 -3.74418 -1.66882 -0.010 -0.014 0.027
H 1.77106 -2.39566 0.90810 -0.025 0.033 -0.053
H 0.37387 -1.27783 -0.32162 0.021 -0.028 0.022
H 4.93917 -2.23118 2.16976 0.020 -0.013 -0.038
H 3.39546 -1.80399 2.93645 -0.007 -0.003 -0.019
H 6.19296 -1.12969 3.93310 -0.005 0.001 -0.001
H 4.90433 -1.95870 4.82462 0.005 -0.001 -0.001
H 5.16892 0.72482 5.15273 -0.023 0.008 0.008
H 3.55415 0.05145 4.90365 0.000 -0.022 -0.013
H 5.22552 1.60784 2.95259 0.009 -0.031 -0.011
H 3.46278 1.44170 3.06083 0.001 0.022 0.000
H 1.98579 1.34941 -1.18987 0.021 0.013 0.021
H 3.23667 0.49754 -2.11129 -0.001 0.064 0.041
H 2.81337 3.10997 -2.64147 -0.001 -0.003 -0.003
H 4.48333 2.53974 -2.49177 0.004 -0.003 -0.004
H 2.77140 3.80696 -0.31259 0.000 0.004 0.002
H 4.37936 4.34553 -0.81272 0.003 0.004 -0.003
H 3.99599 2.66605 1.31109 0.006 -0.002 -0.010
H 5.43050 2.48769 0.29884 0.009 0.001 -0.008
N 1.07834 -1.77014 -0.87022 -0.072 0.034 -0.087
C 1.07960 -1.50060 -2.22373 -0.005 0.010 0.073
C -0.11745 -1.05503 -2.81171 0.075 -0.061 0.000
C -0.18405 -0.77288 -4.16055 -0.017 -0.007 -0.087
C 0.92987 -0.92942 -4.98425 -0.027 -0.003 0.023
C 2.11241 -1.36725 -4.41368 0.001 -0.018 0.017
C 2.19724 -1.64573 -3.05353 0.024 -0.026 -0.059
H -0.99139 -0.92301 -2.18803 -0.069 0.025 0.058
H -1.12761 -0.43134 -4.57616 0.082 -0.012 0.032
H 0.87195 -0.71115 -6.04281 0.000 0.005 0.003
H 2.99759 -1.48884 -5.02794 0.001 0.005 0.001
H 3.14929 -1.94831 -2.64274 -0.091 0.012 -0.072
C -0.07686 4.67024 0.09553 0.005 0.034 -0.024
As -0.76439 3.84299 1.69601 -0.172 -0.201 0.009
C 0.72298 2.88527 2.43315 0.036 -0.014 0.043
C -1.04864 5.33701 2.89278 -0.037 0.012 0.026
O -2.14266 2.96628 1.51667 0.134 0.136 -0.007
H 0.70831 5.38021 0.35992 -0.006 0.000 -0.017
H -0.88720 5.18841 -0.41571 -0.003 -0.008 -0.011
H 0.31673 3.87327 -0.53156 -0.006 0.001 -0.004
H 1.59988 3.53541 2.47549 -0.002 0.014 -0.006
H 0.92574 2.01408 1.80833 0.026 -0.042 -0.013
H 0.46225 2.55386 3.43807 0.023 -0.001 -0.011
H -0.16887 5.97844 2.94414 0.009 -0.006 0.004
H -1.28142 4.94538 3.88190 -0.007 0.005 -0.001
H -1.90344 5.90371 2.52665 0.010 0.016 0.012
C -4.60669 -2.85077 -3.16744 0.022 -0.005 -0.045
C -4.64461 -1.42083 -3.62950 -0.008 -0.048 -0.003
C -5.36796 -0.46879 -2.92048 -0.037 0.076 -0.046
C -5.32888 0.86921 -3.28303 -0.025 -0.088 -0.044
C -4.56626 1.25281 -4.37377 -0.069 -0.055 0.003
C -3.86489 0.31602 -5.12143 0.008 -0.034 0.080
C -3.91032 -1.01467 -4.74447 -0.019 0.035 -0.019
S -4.37903 2.96535 -4.73493 -0.141 -0.268 -0.062
O -5.37247 3.67129 -3.97231 -0.011 0.108 -0.013
O -4.29707 3.17578 -6.15608 -0.016 0.106 -0.006
N -2.87021 3.20257 -4.16676 0.091 0.152 0.009
C -2.62676 3.00500 -2.73194 -0.026 0.014 0.011
C -1.26242 2.38109 -2.48860 0.046 -0.004 -0.049
C -1.26476 1.51393 -1.23607 0.011 -0.038 -0.155
O -0.27478 1.53854 -0.46262 0.208 0.171 0.171
O -2.24300 0.74827 -1.08638 0.082 -0.173 0.240
H -5.52222 -3.12290 -2.64325 0.002 0.003 0.007
H -3.77741 -2.99282 -2.46994 -0.009 -0.021 -0.009
H -4.46194 -3.53621 -4.00277 -0.004 0.007 -0.017
H -5.93660 -0.76897 -2.04947 -0.007 0.001 -0.032
H -5.86501 1.61832 -2.71704 0.006 0.003 0.006
H -3.27714 0.63853 -5.97091 0.000 0.008 -0.017
H -3.35310 -1.75199 -5.31090 0.006 -0.001 0.007
H -2.43991 3.99673 -4.62381 0.055 -0.034 0.058
H -3.37068 2.29951 -2.35950 0.056 0.059 -0.041
H -2.76167 3.93171 -2.16822 0.014 0.010 -0.038
H -0.46038 3.12005 -2.46152 -0.002 0.003 0.046
H -1.04293 1.69333 -3.31147 -0.026 0.061 0.017
```
Forces are in eV/Å.

## Properties
Calculated total energy ... -6001.025538 Eh
Orbital gap ... 7.094 eV
HOMO energy ... -4.82 eV
Total charge ... -1

Atomic partial charges in e from the Löwdin method, atoms 1 to 6: 0.66 -0.23 0.35 -0.22 -0.30 -0.11

---

No. 3
# C12H16N2O5

C12H16N2O5 in the gas phase in a non-equilibrium geometry (ωB97M-V/def2-TZVPD, OMol25).

Geometry as XYZ:
```
35
Properties=species:S:1:pos:R:3:forces:R:3
N 0.21878 0.82522 1.52269 1.086 0.498 1.160
C 0.17893 0.86327 0.09174 -0.598 -0.422 -1.081
C -1.11295 1.52265 -0.37347 0.240 0.578 -0.662
C -2.29493 0.63691 -0.15658 -1.464 -0.264 0.235
C -2.92972 0.00511 -1.23015 -0.634 -0.943 -0.563
C -4.05955 -0.82204 -1.06067 0.030 0.483 1.180
C -4.59150 -0.93651 0.23164 -0.569 -1.348 -0.307
O -5.68537 -1.74919 0.48068 0.328 0.162 -1.394
C -4.01695 -0.36345 1.32235 1.403 1.822 0.199
C -2.89418 0.45716 1.09702 0.050 -0.113 0.764
C 1.39569 1.54856 -0.53655 -0.177 0.052 0.157
O 1.33446 2.64943 -1.05131 0.126 -0.494 0.214
N 2.63541 0.93675 -0.36876 -0.110 0.984 -0.424
C 2.93687 -0.46401 -0.18551 -0.473 -0.642 0.311
C 3.70542 -1.06871 -1.36300 -1.524 0.563 -1.333
O 3.69396 -2.45319 -1.29416 1.162 -0.539 0.890
C 3.69774 -0.73407 1.10363 0.811 0.836 0.733
O 4.35059 -1.73369 1.29940 -0.634 0.726 0.015
O 3.64571 0.27970 2.01978 0.041 -0.743 -0.392
H 0.45127 1.76727 1.86323 -0.361 -0.338 -0.006
H 0.99516 0.24948 1.85078 -0.331 -0.074 0.042
H 0.06281 -0.16954 -0.26583 0.481 0.051 0.021
H -1.00263 1.71364 -1.45087 -0.114 0.016 0.260
H -1.23224 2.51604 0.08660 0.031 -0.328 0.017
H -2.55517 0.11198 -2.24523 0.142 0.111 0.132
H -4.61611 -1.40862 -1.80355 0.725 0.587 -0.311
H -5.89441 -2.10078 -0.40640 -0.377 -0.094 0.791
H -4.45051 -0.42663 2.31611 0.045 -0.197 -0.235
H -2.45923 0.96215 1.96635 -0.097 -0.183 -0.379
H 3.31972 1.55345 -0.82503 0.006 -0.750 0.246
H 2.02200 -1.09236 -0.06893 0.331 0.690 -0.279
H 3.06037 -0.90689 -2.26194 0.864 0.663 0.448
H 4.69879 -0.57902 -1.44707 -0.335 -0.417 -0.153
H 4.20195 -2.64129 -0.48140 -0.264 -0.465 -0.247
H 3.18979 1.05123 1.62439 0.162 -0.467 -0.047
```
Forces are in eV/Å.

## Properties
SMILES ... N[C@@H](Cc1ccc(O)cc1)C(=O)N[C@@H](CO)C(=O)O
Calculated total energy ... -952.597520 Eh
Orbital gap ... 9.027 eV
HOMO energy ... -8.63 eV
Total charge ... 0

Atomic partial charges in e from the natural (NBO) method, atoms 1 to 6: -0.80 -0.15 -0.41 -0.09 -0.17 -0.30

---

No. 4
# C4H7NO

C4H7NO in the gas phase in a non-equilibrium geometry (ωB97M-V/def2-TZVPD, OMol25).

Geometry as XYZ:
```
13
Properties=species:S:1:pos:R:3:forces:R:3
C -0.21683 -1.07304 1.27501 0.024 0.037 -0.102
C -0.05222 0.39767 0.82056 0.131 0.095 -0.122
C -0.22962 0.59414 -0.71921 0.082 -0.185 0.000
O 0.34824 1.79029 -1.27677 -0.588 0.231 0.475
C 0.51701 -0.44076 -1.44591 0.540 -1.050 -0.626
N 1.21571 -1.09447 -2.09332 -0.651 0.307 0.539
H 0.06224 -1.17975 2.33110 -0.068 0.186 -0.241
H -1.24370 -1.44961 1.18505 0.153 0.219 -0.113
H 0.43360 -1.74809 0.70874 -0.077 0.147 0.051
H 0.94986 0.73719 1.09820 -0.074 0.030 -0.131
H -0.77369 1.00964 1.38022 0.200 0.040 -0.403
H -1.30915 0.52978 -0.93667 0.340 -0.048 -0.137
H 0.29630 1.73095 -2.25254 -0.010 -0.009 0.812
```
Forces are in eV/Å.

## Properties
SMILES ... CC[C@@H](O)C#N
Calculated total energy ... -286.580376 Eh
Orbital gap ... 11.998 eV
HOMO energy ... -11.22 eV
Total charge ... 0

Atomic partial charges in e from the natural (NBO) method, atoms 1 to 6: -0.62 -0.40 0.01 -0.69 0.24 -0.32

---

No. 5
# CHN3O

CHN3O in the gas phase in a non-equilibrium geometry (ωB97M-V/def2-TZVPD, OMol25).

Geometry as XYZ:
```
6
Properties=species:S:1:pos:R:3:forces:R:3
C 0.46606 0.30875 0.88246 0.506 -0.592 -1.327
N 0.57378 -0.91903 0.47894 -0.843 0.594 0.168
N -0.21917 -0.94895 -0.66708 -0.089 2.347 0.716
N -0.67926 0.20561 -0.88976 0.147 -0.720 -1.267
O -0.17559 1.13628 0.06227 -0.471 -2.297 0.410
H 0.88091 0.69385 1.75229 0.750 0.668 1.301
```
Forces are in eV/Å.

## Properties
SMILES ... c1nnno1
Calculated total energy ... -278.131056 Eh
Orbital gap ... 12.369 eV
HOMO energy ... -12.01 eV
Total charge ... 0

Population analysis type natural (NBO), resulting atomic charges in e: 0.33 -0.32 -0.02 0.09 -0.28 0.21

---

No. 6
# C3H4ClI

C3H4ClI in the gas phase in a non-equilibrium geometry (ωB97M-V/def2-TZVPD, OMol25).

Geometry as XYZ:
```
9
Properties=species:S:1:pos:R:3:forces:R:3
C -0.83350 0.24360 -0.75755 2.614 0.318 1.426
C -0.52728 0.16938 0.70965 2.131 0.226 0.201
C 0.81907 -0.45484 0.29291 -2.309 1.551 -2.473
Cl 0.83550 -2.16123 -0.06197 0.256 0.373 0.342
I 2.52871 0.72317 -0.06989 -0.373 -0.482 0.107
H -1.10811 -0.55820 -1.40582 -0.248 -0.331 -0.081
H -0.57552 1.26053 -1.16456 -0.500 -1.463 0.152
H -0.30032 1.23917 0.89489 -0.344 -0.881 1.122
H -0.83854 -0.46159 1.56233 -1.228 0.688 -0.796
```
Forces are in eV/Å.

## Properties
Calculated total energy ... -874.467933 Eh
Orbital gap ... 8.119 eV
HOMO energy ... -7.94 eV
Total charge ... 0

Atomic partial charges in e from the natural (NBO) method, atoms 1 to 6: -0.34 -0.51 -0.27 0.02 0.20 0.21

---

No. 7
# C3H7NO3

C3H7NO3 in the gas phase in a non-equilibrium geometry (ωB97M-V/def2-TZVPD, OMol25).

Geometry as XYZ:
```
14
Properties=species:S:1:pos:R:3:forces:R:3
C 0.30872 1.37821 0.05646 -0.632 2.396 1.413
N 0.77379 0.29716 -0.67446 1.040 -0.780 -1.430
O 1.97251 0.61314 -1.34944 -0.755 -0.451 -0.447
C 0.30164 -0.96818 -0.66018 0.777 -0.065 0.996
O 0.76831 -1.90697 -1.26336 0.328 -0.169 -0.632
C -0.81813 -1.24757 0.31012 -1.374 0.625 1.374
O -0.85254 -2.59347 0.67049 1.270 -1.523 -1.622
H -0.77426 1.55658 0.00667 0.252 0.244 -0.813
H 0.96435 2.23250 -0.21596 -1.082 -0.250 -0.107
H 0.43997 1.32874 1.11984 0.523 -0.601 0.896
H 1.67916 1.05848 -2.17130 0.240 -0.425 0.377
H -1.75510 -0.88612 -0.13811 -0.157 -0.453 -0.546
H -0.89807 -0.69273 1.27988 1.045 -0.007 -0.730
H -0.23049 -3.10620 0.02818 -1.475 1.458 1.273
```
Forces are in eV/Å.

## Properties
SMILES ... CN(O)C(=O)CO
Calculated total energy ... -398.904567 Eh
Orbital gap ... 10.330 eV
HOMO energy ... -9.82 eV
Total charge ... 0

Atomic partial charges in e from the natural (NBO) method, atoms 1 to 6: -0.44 -0.16 -0.52 0.63 -0.61 -0.16

---

No. 8
# C2H2N3S2

A gas-phase ion, C2H2N3S2 (charge -1) in a non-equilibrium geometry (ωB97M-V/def2-TZVPD, OMol25).

Geometry as XYZ:
```
9
Properties=species:S:1:pos:R:3:forces:R:3
C 0.21354 -1.24338 -0.00221 -1.498 -1.080 0.674
C 0.45920 0.18185 0.13181 0.789 0.615 -1.639
N -0.99587 -1.64937 0.00194 -1.391 2.328 -0.016
N -0.72551 0.78258 0.12281 0.870 -0.254 0.661
N -1.84456 0.08657 0.37316 1.011 -2.186 0.635
S -3.29647 0.67294 -0.11132 -0.589 0.167 -0.559
S 1.89719 1.09950 -0.03088 -0.188 -0.567 0.465
H 0.81038 -2.15058 0.01668 1.404 0.712 -0.026
H -0.71092 1.78581 0.20904 -0.410 0.264 -0.194
```
Forces are in eV/Å.

## Properties
Calculated total energy ... -1037.978904 Eh
Orbital gap (alpha / beta) ... 6.464 / 6.355 eV
HOMO energy (alpha / beta) ... -2.91 / -2.95 eV
Total charge ... -1

Atomic partial charges in e from the natural (NBO) method, atoms 1 to 6: -0.11 0.03 -0.23 -0.35 -0.32 -0.24